Entry 1:
2 unconnected molecules or ions with the total composition C8H10N3OS, computed with ωB97M-V/def2-TZVPD.

- HOMO (alpha / beta) (Ha) = -0.436 / -0.436
- LUMO energy (alpha / beta) (eV) = -5.0 / -5.0
- frontier orbital gap (alpha / beta) (eV) = 6.857 / 6.859
- electronic energy (eV) = -25801.313
- net charge = +1

CARTESIAN COORDINATES (ANGSTROEM)
C1 -4.1243 0.2245 0.1880
C2 -3.5858 -1.0338 -0.1842
C3 -3.2410 1.2120 0.4322
C4 -2.2136 -1.1622 -0.2790
C5 -1.8418 1.1268 0.3575
C6 -1.2846 -0.0926 -0.1596
C7 0.0907 -0.2276 -0.3791
C8 1.0654 1.0608 -0.7474
N1 4.4683 -0.2491 1.1385
N2 2.2925 0.6495 -1.1453
N3 2.5822 -0.6948 -0.8557
O1 0.7167 2.2257 -0.6635
S1 1.0436 -1.5736 -0.3397
H1 -5.1783 0.2334 0.1604
H2 -4.1343 -1.8873 -0.5226
H3 -3.7829 2.2038 0.5869
H4 -1.7705 -2.0643 -0.6031
H5 -1.3964 2.0685 0.6304
H6 5.4205 -0.2994 0.7457
H7 4.1237 -0.6788 1.9514
H8 2.6950 -1.2221 -1.7606
H9 3.9285 -0.5578 0.2857
H10 4.1263 0.7383 1.1629

***

Entry 2:
4 unconnected molecules or ions with the total composition C32H62F5N2O16P2S, computed with ωB97M-V/def2-TZVPD.

- HOMO (Ha) = -0.385
- LUMO energy (eV) = -4.2
- frontier orbital gap (eV) = 6.272
- electronic energy (eV) = -112915.941
- net charge = +1

CARTESIAN COORDINATES (ANGSTROEM)
C1 1.4989 -1.3927 1.4090
C2 0.1249 -1.7789 0.8906
O1 -0.4375 -0.6388 0.1951
P1 -1.2925 -0.9062 -1.1134
O2 -0.7799 -1.9567 -1.9969
C3 -1.2543 0.7025 -1.9458
C4 -2.3278 1.6886 -1.4396
P2 -1.7419 3.3413 -0.9847
C5 -2.9479 4.5805 -1.6117
O3 -4.1801 4.4239 -0.9640
N1 -5.1114 3.6995 -1.8658
O4 -5.8434 3.0631 -1.2678
C6 -0.1487 3.7641 -1.6573
C7 0.8373 4.4040 -0.8938
C8 2.0560 4.6747 -1.5170
N2 2.3613 4.3598 -2.7718
C9 1.4165 3.7678 -3.5026
C10 0.1611 3.4562 -2.9869
S1 -1.8790 3.5229 1.1799
O5 -1.8427 4.9157 1.4935
O6 -3.0832 2.8285 1.5098
C11 -0.5011 2.5603 2.0348
F1 0.5379 2.3806 1.2238
F2 -1.0186 1.3730 2.3148
C12 -0.0934 3.2309 3.3719
F3 -1.1520 3.2798 4.1469
F4 0.8301 2.4879 3.9367
F5 0.3839 4.4366 3.1611
O7 -2.8343 -1.0864 -0.7792
C13 -3.1595 -1.9591 0.3382
C14 -3.3913 -1.1406 1.5986
H1 1.7745 -1.9987 2.2668
H2 1.5295 -0.3413 1.6847
H3 2.2542 -1.5434 0.6416
H4 -0.4988 -2.0655 1.7339
H5 0.2376 -2.6338 0.2301
H6 -0.2345 1.0596 -1.8278
H7 -1.4006 0.4936 -2.9998
H8 -3.0475 1.8611 -2.2406
H9 -2.9169 1.2785 -0.6194
H10 -2.5665 5.5690 -1.3565
H11 -3.0233 4.4849 -2.6979
H12 0.6712 4.6760 0.1366
H13 2.8186 5.1813 -0.9412
H14 1.6368 3.5030 -4.5254
H15 -0.5606 2.9598 -3.6225
H16 -2.4455 -2.7704 0.4546
H17 -4.0994 -2.4262 0.0652
H18 -3.2362 -1.7125 2.5073
H19 -4.4039 -0.7466 1.5850
H20 -2.7396 -0.2694 1.6014
C15 -1.9577 -9.0569 2.7268
O8 -2.8567 -8.5254 1.7795
C16 -3.7152 -7.5534 2.3455
C17 -4.3746 -6.7333 1.2604
O9 -3.5473 -5.6980 0.7399
C18 -2.5067 -6.1060 -0.1424
C19 -2.9870 -6.4864 -1.5241
O10 -3.4898 -7.8077 -1.5275
C20 -4.2645 -8.0782 -2.6744
H21 -2.4918 -9.5315 3.5577
H22 -1.3518 -9.8062 2.2225
H23 -1.2960 -8.2754 3.1193
H24 -3.1485 -6.8896 3.0112
H25 -4.4920 -8.0671 2.9287
H26 -5.2268 -6.2167 1.7065
H27 -4.7529 -7.3740 0.4625
H28 -1.9074 -6.9048 0.2976
H29 -1.8627 -5.2282 -0.2491
H30 -2.1433 -6.4284 -2.2269
H31 -3.7664 -5.7829 -1.8454
H32 -5.1487 -7.4310 -2.7105
H33 -4.5917 -9.1136 -2.6146
H34 -3.6772 -7.9429 -3.5899
C21 0.6543 -4.3172 -2.9003
O11 1.7514 -5.1916 -2.7290
C22 1.8184 -6.1777 -3.7434
C23 3.1840 -6.8258 -3.7689
O12 4.1664 -6.0618 -4.4529
C24 4.6885 -4.9330 -3.7709
C25 5.6751 -5.2798 -2.6786
O13 4.9983 -5.6588 -1.4919
C26 5.8506 -6.3288 -0.5909
H35 -0.2936 -4.8702 -2.8899
H36 0.6625 -3.6132 -2.0839
H37 0.7424 -3.7634 -3.8422
H38 1.6122 -5.7269 -4.7221
H39 1.0596 -6.9462 -3.5353
H40 3.1003 -7.7528 -4.3393
H41 3.5117 -7.0824 -2.7596
H42 3.8889 -4.2957 -3.3867
H43 5.2278 -4.3683 -4.5345
H44 6.2970 -4.3999 -2.4595
H45 6.3222 -6.0958 -3.0221
H46 6.2231 -7.2632 -1.0256
H47 5.2708 -6.5654 0.2990
H48 6.7005 -5.6980 -0.3048
C27 -0.7128 7.9467 3.1793
O14 0.5495 8.5354 3.3762
C28 1.5891 7.5799 3.2835
C29 2.9287 8.2496 3.0791
O15 3.1728 8.6328 1.7336
C30 2.4956 9.7955 1.2721
C31 3.0817 11.0881 1.7912
O16 2.6164 11.3486 3.1023
C32 3.3964 12.3255 3.7575
H49 -0.9043 7.1614 3.9210
H50 -1.4687 8.7221 3.2829
H51 -0.7830 7.5197 2.1703
H52 1.3975 6.8978 2.4427
H53 1.6128 7.0003 4.2179
H54 3.7033 7.5148 3.3087
H55 3.0525 9.0910 3.7627
H56 1.4256 9.7412 1.4831
H57 2.6234 9.7850 0.1875
H58 2.7716 11.9144 1.1363
H59 4.1764 11.0196 1.7831
H60 4.4305 11.9833 3.8784
H61 2.9640 12.4865 4.7423
H62 3.3890 13.2725 3.2066

***

Entry 3:
C7H11NO2 in the gas phase, computed with ωB97M-V/def2-TZVPD.

- HOMO (Ha) = -0.353
- LUMO energy (eV) = 0.5
- frontier orbital gap (eV) = 10.103
- electronic energy (eV) = -13020.411
- SMILES = C=C1C[C@H]1C[C@H](N)C(=O)O
- net charge = 0

CARTESIAN COORDINATES (ANGSTROEM)
C1 -0.7605 -2.0933 -1.5340
C2 -0.7947 -1.9000 -0.1928
C3 -0.9240 -2.3072 1.2483
C4 -0.7887 -0.7944 0.8301
C5 0.4607 -0.0869 1.2566
C6 0.6639 1.2760 0.6779
N1 -0.3049 2.2894 1.1015
C7 0.7091 1.2249 -0.8259
O1 -0.2499 1.5305 -1.4827
O2 1.7409 0.5492 -1.3636
H1 -0.8663 -3.0814 -2.0089
H2 -0.5785 -1.2134 -2.2024
H3 -1.8746 -2.6726 1.6118
H4 -0.0665 -2.7906 1.7875
H5 -1.7498 -0.2077 0.8395
H6 1.2835 -0.7644 1.0853
H7 0.3402 0.0976 2.3383
H8 1.6824 1.6328 0.9638
H9 -0.6309 2.1295 2.0795
H10 -1.0957 2.1615 0.4574
H11 2.3677 0.1306 -0.6526

***

Entry 4:
C4H10N2O in the gas phase, computed with ωB97M-V/def2-TZVPD.

- HOMO (alpha / beta) (Ha) = -0.245 / -0.256
- LUMO energy (alpha / beta) (eV) = 0.7 / 0.7
- frontier orbital gap (alpha / beta) (eV) = 7.374 / 7.685
- electronic energy (eV) = -9332.151
- net charge = 0

CARTESIAN COORDINATES (ANGSTROEM)
C1 0.5078 0.9525 -0.0030
C2 1.8328 1.5827 -0.5116
C3 -2.1779 -0.3792 0.5964
C4 -1.1391 -0.9618 -0.2759
N1 1.2482 -1.1534 0.0666
N2 0.2016 -0.3711 -0.0479
O1 2.1491 -0.4901 0.6415
H1 -0.3537 1.4780 -0.0201
H2 2.6909 1.5792 0.2716
H3 1.4952 2.5957 -0.8770
H4 2.2466 1.0061 -1.3419
H5 -2.2930 0.7444 0.5712
H6 -3.0716 -0.7835 0.3285
H7 -1.8676 -0.6968 1.6348
H8 -1.0150 -1.9496 0.0862
H9 -1.5462 -1.0441 -1.2766
H10 1.0918 -2.1089 0.1571

***

Entry 5:
12 unconnected molecules or ions with the total composition C31H85I3N24O11PS, computed with ωB97M-V/def2-TZVPD.

- HOMO (Ha) = -0.399
- LUMO energy (eV) = -2.3
- frontier orbital gap (eV) = 8.542
- electronic energy (eV) = -136243.247
- net charge = +1

CARTESIAN COORDINATES (ANGSTROEM)
C1 -2.9314 2.2935 3.5413
C2 -2.9489 0.8688 2.9972
C3 -4.1640 0.0932 3.4909
C4 -4.1440 -1.3899 3.1176
C5 -3.7864 -1.6047 1.6603
C6 -4.1068 -2.9959 1.0968
C7 -5.2967 -3.0004 0.1466
C8 -5.1233 -2.0679 -1.0624
C9 -3.6972 -1.9690 -1.5472
C10 -3.4672 -0.9742 -2.6999
C11 -2.4327 0.0768 -2.2868
C12 -1.1532 -0.3359 -2.9618
N1 0.0677 0.4151 -2.4946
C13 0.7715 -0.3851 -1.4270
C14 -0.0612 -0.8155 -0.2406
C15 -0.2696 0.1827 0.8996
I1 1.4253 0.1913 2.1876
C16 -0.2113 1.8913 -2.3251
P1 0.9981 2.8815 -1.3112
S1 0.2629 4.5125 -0.5772
C17 -1.6295 2.2347 -1.8997
N2 -2.6328 1.4909 -2.6448
C18 -3.9392 2.0172 -2.4236
I2 -4.6521 1.8208 -0.3620
C19 -4.1393 3.4828 -2.8855
C20 -3.9251 4.6269 -1.8971
I3 -3.0352 3.8263 -4.7056
H1 -3.8502 2.8036 3.2661
H2 -2.8159 2.2954 4.6173
H3 -2.0942 2.8334 3.1030
H4 -2.9951 0.9462 1.9108
H5 -2.0202 0.3710 3.2843
H6 -4.2310 0.2349 4.5667
H7 -5.0357 0.5414 3.0117
H8 -3.4108 -1.8834 3.7554
H9 -5.1117 -1.8292 3.3568
H10 -2.7080 -1.4553 1.5857
H11 -4.2418 -0.8163 1.0606
H12 -3.2215 -3.3829 0.5981
H13 -4.3072 -3.6721 1.9250
H14 -6.1740 -2.6758 0.7022
H15 -5.4470 -4.0181 -0.1939
H16 -5.5641 -1.0958 -0.8475
H17 -5.7012 -2.4815 -1.8887
H18 -3.0059 -1.7525 -0.7373
H19 -3.4261 -2.9678 -1.8860
H20 -4.4148 -0.5856 -3.0595
H21 -3.0562 -1.5520 -3.5241
H22 -2.3428 0.0330 -1.2009
H23 -0.9528 -1.3969 -2.8700
H24 -1.2602 -0.1065 -4.0182
H25 0.6957 0.3686 -3.2938
H26 1.0659 -1.2984 -1.9363
H27 1.7030 0.0710 -1.1072
H28 -0.9951 -1.2825 -0.5289
H29 0.5072 -1.6418 0.1681
H30 -0.5282 1.1951 0.6118
H31 -1.0903 -0.1775 1.5083
H32 -0.1237 2.3134 -3.3261
H33 1.5350 2.0445 -0.3274
H34 2.0582 3.0881 -2.2041
H35 -1.6991 3.2919 -2.1087
H36 -1.7749 2.1309 -0.8204
H37 -4.6500 1.4398 -2.9949
H38 -5.1730 3.5374 -3.1997
H39 -3.0882 4.4826 -1.2264
H40 -3.7121 5.5321 -2.4568
H41 -4.8333 4.8221 -1.3422
C21 -5.9083 -7.1834 -1.2280
O1 -5.8168 -5.9907 -0.9833
N3 -7.0726 -7.7675 -1.6322
N4 -4.8241 -8.0080 -1.1153
H42 -7.1625 -8.7454 -1.8315
H43 -7.8775 -7.1754 -1.7180
H44 -3.9685 -7.5923 -0.7948
H45 -4.8407 -8.9883 -1.3237
C22 -0.0851 7.5229 -5.8399
O2 0.9967 8.0403 -6.0810
N5 -0.3455 6.2110 -6.1523
N6 -1.0920 8.1952 -5.2317
H46 -1.2221 5.7688 -5.9525
H47 0.3848 5.6901 -6.5986
H48 -0.9232 9.1522 -4.9624
H49 -1.9731 7.7840 -4.9889
C23 6.3997 0.5861 1.9200
O3 7.5092 0.1423 1.7076
N7 5.2662 -0.1803 1.7789
N8 6.1810 1.8819 2.3022
H50 4.3342 0.1543 1.9203
H51 5.3924 -1.1390 1.5070
H52 6.9870 2.4685 2.4128
H53 5.2716 2.2615 2.4856
C24 0.2488 10.0853 -2.5777
O4 -0.8337 10.1753 -3.1378
N9 0.4191 10.4461 -1.2704
N10 1.3605 9.6157 -3.2166
H54 1.2954 10.3840 -0.7894
H55 -0.3830 10.7974 -0.7826
H56 1.2697 9.3311 -4.1804
H57 2.2554 9.5372 -2.7735
C25 -1.9002 2.2975 7.6120
O5 -2.8040 2.5845 6.8432
N11 -0.6043 2.6367 7.3660
N12 -2.1156 1.5991 8.7712
H58 0.1688 2.3909 7.9616
H59 -0.4171 3.1417 6.5207
H60 -3.0601 1.3365 8.9805
H61 -1.3858 1.3627 9.4168
C26 1.9356 -0.2238 7.1426
O6 2.1130 0.9132 7.5558
N13 0.6753 -0.7522 7.0117
N14 2.9602 -1.0401 6.7816
H62 0.4983 -1.6806 6.6801
H63 -0.1012 -0.1654 7.2566
H64 3.9015 -0.6883 6.8593
H65 2.8285 -1.9745 6.4465
C27 6.9945 -1.3580 7.4568
O7 5.9112 -1.4186 6.8933
N15 7.1052 -1.0871 8.7887
N16 8.1686 -1.5567 6.7918
H66 7.9814 -1.0306 9.2714
H67 6.2559 -0.9339 9.2994
H68 8.1140 -1.7530 5.8103
H69 9.0680 -1.5115 7.2311
C28 -1.5620 -6.8019 -3.2547
O8 -1.0960 -6.3545 -2.2169
N17 -2.9025 -6.7846 -3.5162
N18 -0.7769 -7.3564 -4.2268
H70 -3.3134 -7.1470 -4.3552
H71 -3.4998 -6.3840 -2.8146
H72 0.2107 -7.3874 -4.0577
H73 -1.1371 -7.7314 -5.0834
C29 0.6032 -4.7779 0.3948
O9 0.1219 -3.7281 -0.0148
N19 0.5863 -5.9094 -0.3586
N20 1.1797 -4.8802 1.6271
H74 0.9711 -6.7824 -0.0524
H75 0.1535 -5.8555 -1.2662
H76 1.2009 -4.0560 2.1978
H77 1.5801 -5.7282 1.9803
C30 5.2684 -0.6196 -2.3126
O10 4.2120 -1.2266 -2.1780
N21 5.8257 0.1001 -1.3016
N22 5.9603 -0.6160 -3.4917
H78 6.6823 0.6152 -1.3876
H79 5.3429 0.1008 -0.4210
H80 5.5721 -1.1537 -4.2421
H81 6.8296 -0.1278 -3.6278
C31 8.8987 -0.8526 -6.2746
O11 9.1753 -0.0133 -5.4355
N23 9.8307 -1.4173 -7.0943
N24 7.6094 -1.2864 -6.4405
H82 9.6157 -2.1084 -7.7868
H83 10.7801 -1.1130 -6.9856
H84 6.9374 -0.8610 -5.8371
H85 7.3176 -1.9769 -7.1051

***

Entry 6:
3 unconnected molecules or ions with the total composition C5H7ClIO3, computed with ωB97M-V/def2-TZVPD.

- HOMO (Ha) = -0.135
- LUMO energy (eV) = 2.8
- frontier orbital gap (eV) = 6.520
- electronic energy (eV) = -32065.785
- net charge = -1

CARTESIAN COORDINATES (ANGSTROEM)
C1 -1.8486 1.6191 -2.5802
C2 0.0813 -1.8820 -0.3683
C3 -0.1832 0.6234 1.9577
C4 0.5422 -0.4679 -0.4038
C5 0.3428 0.6747 0.5525
O1 -2.1695 2.3915 -1.8049
O2 -1.6118 0.8244 -3.3736
O3 -0.4947 0.5301 -0.5690
Cl1 1.4188 2.0302 0.2143
I1 3.0686 -1.1163 1.6286
H1 0.5549 -2.5435 -1.2375
H2 0.5299 -2.3757 0.4361
H3 -1.0052 -1.9157 -0.3690
H4 -1.0213 0.0313 2.0597
H5 -0.5706 1.5432 2.4017
H6 0.7981 0.3846 2.4886
H7 1.5683 -0.3514 -1.0329

***

Entry 7:
A molecular structure, C52H62Be2Cl2F3N8O2, computed with ωB97M-V/def2-TZVPD.

- HOMO (Ha) = -0.825
- LUMO energy (eV) = -20.9
- frontier orbital gap (eV) = 1.535
- electronic energy (eV) = -104821.129
- net charge = +9

CARTESIAN COORDINATES (ANGSTROEM)
Be1 -0.3296 -3.6954 0.1023
Be2 5.4747 5.3162 -0.1674
C1 1.2045 0.3117 2.7188
O1 1.8395 0.5005 1.4611
O2 0.5812 -0.9542 2.6148
C2 2.1219 0.7014 3.9531
F1 2.3337 2.0231 4.1305
F2 1.7243 0.3348 5.1220
F3 3.1576 0.0456 3.7673
C3 2.0607 1.8434 1.2011
C4 2.0395 2.1436 -0.3576
H1 2.3444 3.1607 -0.6038
H2 2.6813 1.4747 -0.9310
H3 1.0526 1.9755 -0.7887
H4 3.0940 2.0333 1.4916
H5 1.5247 2.6445 1.7099
H6 0.4058 1.0515 2.6648
C5 -1.7526 -2.3450 -10.9582
N1 -0.5472 -1.9714 -10.0941
C6 0.4952 -1.4140 -10.7484
C7 1.6708 -1.0290 -10.0557
C8 1.6825 -1.2264 -8.5776
C9 0.5430 -1.6841 -7.9961
C10 -0.4974 -2.0999 -8.7376
C11 2.8543 -0.8403 -7.7871
C12 4.1384 -0.9781 -8.3348
C13 5.2915 -0.5287 -7.7014
N2 5.1810 0.0078 -6.4745
C14 3.9623 0.1930 -5.8983
C15 2.7992 -0.2957 -6.5435
C16 6.3732 0.5860 -5.9334
H7 -1.3658 -3.0605 -11.6838
H8 -2.2195 -1.4157 -11.2842
H9 -2.4376 -2.8033 -10.2448
H10 0.4970 -1.2624 -11.8177
H11 2.5610 -0.6665 -10.5481
H12 0.4324 -1.8200 -6.9304
H13 -1.4654 -2.3556 -8.3328
H14 4.4367 -1.3877 -9.2886
H15 6.2780 -0.7466 -8.0831
H16 3.9989 0.5279 -4.8722
H17 1.8298 -0.1709 -6.0839
H18 6.3062 1.6491 -5.7024
H19 7.2321 0.4534 -6.5913
H20 6.5293 0.0861 -4.9774
C17 -1.8806 4.2010 -2.2506
N3 -1.4860 3.9636 -3.6553
C18 -0.5359 4.8092 -4.1309
C19 0.0334 4.5926 -5.3874
C20 -0.5216 3.6384 -6.2681
C21 -1.5443 2.8042 -5.7713
C22 -1.9526 2.9899 -4.4594
C23 0.0681 3.5595 -7.6736
C24 1.4902 3.6213 -7.8106
C25 2.0929 3.2993 -9.0664
N4 1.2960 3.2254 -10.1803
C26 -0.0293 3.2448 -10.0801
C27 -0.7010 3.3489 -8.8296
C28 1.9173 2.9727 -11.5180
H21 -2.8961 4.5871 -2.3394
H22 -1.3278 4.9728 -1.7151
H23 -1.9127 3.2145 -1.7881
H24 -0.1672 5.5642 -3.4524
H25 0.8562 5.2542 -5.6151
H26 -2.1037 2.1057 -6.3758
H27 -2.7049 2.3470 -4.0269
H28 2.0951 3.7673 -6.9279
H29 3.1249 3.4184 -9.3618
H30 -0.4381 3.1175 -11.0716
H31 -1.7810 3.3497 -8.8262
H32 1.5034 2.1470 -12.0969
H33 3.0069 2.9929 -11.4995
H34 1.8501 3.9298 -12.0352
C29 -0.1080 -4.9585 7.4305
N5 -0.3449 -6.3700 7.1652
C30 -0.1867 -6.7883 5.8640
C31 -0.6630 -8.1051 5.4971
C32 -1.0512 -9.0305 6.4860
C33 -0.7684 -8.6257 7.7712
C34 -0.4785 -7.2687 8.1593
C35 -1.6922 -10.3772 6.1640
C36 -1.9238 -11.4420 7.0963
C37 -2.6362 -12.6021 6.7762
N6 -3.2453 -12.6444 5.5976
C38 -3.1815 -11.6136 4.7089
C39 -2.3753 -10.5533 4.9592
C40 -4.1776 -13.7363 5.2645
H35 -0.3856 -4.6354 8.4338
H36 -0.7146 -4.4115 6.7088
H37 0.9621 -4.8744 7.2408
H38 -0.1370 -6.1480 4.9957
H39 -0.6867 -8.3137 4.4376
H40 -0.9048 -9.2197 8.6628
H41 -0.4502 -6.9115 9.1781
H42 -1.6354 -11.4953 8.1357
H43 -2.8815 -13.3612 7.5041
H44 -3.7902 -11.5976 3.8169
H45 -2.3644 -9.8486 4.1408
H46 -4.1812 -13.9902 4.2045
H47 -5.1639 -13.3493 5.5202
H48 -3.9744 -14.5999 5.8979
C41 -5.9053 3.5215 10.0762
N7 -4.6175 3.8551 9.3880
C42 -4.4468 3.8655 8.0532
C43 -3.2414 4.4044 7.5257
C44 -2.3622 5.1813 8.3570
C45 -2.5853 4.9645 9.7422
C46 -3.6752 4.2712 10.2039
C47 -1.1391 5.8604 7.8404
C48 -0.8428 7.1678 8.3788
C49 0.0274 7.9611 7.7022
N8 0.6527 7.4899 6.5712
C50 0.5443 6.1859 6.1224
C51 -0.4301 5.3967 6.6966
C52 1.7057 8.3380 5.9022
H49 -6.6041 3.4257 9.2452
H50 -6.1270 4.4168 10.6571
H51 -5.6674 2.6416 10.6739
H52 -5.2916 3.5172 7.4775
H53 -3.0779 4.3929 6.4582
H54 -1.9233 5.4812 10.4213
H55 -3.9038 4.5252 11.2283
H56 -1.3107 7.6267 9.2372
H57 0.2425 8.9742 8.0085
H58 1.1067 5.8629 5.2588
H59 -0.3927 4.3707 6.3616
H60 2.4597 7.6858 5.4615
H61 2.0547 9.0553 6.6450
H62 1.1784 8.8592 5.1033
Cl1 4.9665 4.8562 -4.0266
Cl2 2.2763 7.3659 -0.1826

***

Entry 8:
C5H2BrFN2 in the gas phase, computed with ωB97M-V/def2-TZVPD.

- HOMO (Ha) = -0.356
- LUMO energy (eV) = -1.5
- frontier orbital gap (eV) = 8.212
- electronic energy (eV) = -80953.983
- SMILES = N#CC1=NC=C(Br)[C@H]1F
- net charge = 0

CARTESIAN COORDINATES (ANGSTROEM)
N1 1.6860 -3.0302 0.2672
C1 1.3716 -1.9342 0.3371
C2 0.8746 -0.4901 0.2510
N2 0.8213 0.3699 1.2287
C3 -0.0357 1.4383 0.9240
C4 -0.8168 1.0533 -0.1952
Br1 -2.1026 2.1749 -1.0340
C5 -0.3478 -0.2822 -0.7746
F1 -0.0729 -0.3305 -1.9690
H1 -0.2953 2.1515 1.7300
H2 -1.0824 -1.1208 -0.7652